(1)
# C13H12ClNO2S

C13H12ClNO2S in the gas phase (the ωB97M-V functional and the def2-TZVPD basis, the OMol25 dataset).

Calculated values
LUMO level = 0.02073 hartree
Multiplicity = 1
SMILES = O=C(CSc1ccc(Cl)cc1)NCc1ccco1
HOMO-LUMO gap = 9.281 eV
Highest occupied orbital energy = -8.7 eV
Total energy = -42618.5086 eV

Geometry (Å):
O: 2.10296 -1.06049 -0.70347
C: 1.01532 -1.36590 -1.13967
C: 0.57404 -1.02834 -2.55219
S: -0.76630 0.21624 -2.47340
C: 0.16629 1.49819 -1.64901
C: -0.00556 1.70993 -0.29166
C: 0.74575 2.67623 0.35129
C: 1.66006 3.42233 -0.37572
Cl: 2.60149 4.62811 0.42400
C: 1.82925 3.21791 -1.73669
C: 1.07439 2.25181 -2.37452
N: 0.07548 -2.01994 -0.42564
C: 0.24476 -2.33576 0.98033
C: -0.92170 -1.86959 1.78333
C: -1.95300 -2.55665 2.35477
C: -2.78915 -1.58776 2.96169
C: -2.20800 -0.38564 2.70781
O: -1.08054 -0.54481 1.99615
H: 0.15574 -1.89175 -3.06687
H: 1.40913 -0.61639 -3.11675
H: -0.71329 1.11497 0.26321
H: 0.62925 2.84289 1.41038
H: 2.54412 3.80735 -2.28888
H: 1.19185 2.08240 -3.43431
H: -0.83098 -2.18620 -0.83597
H: 0.35874 -3.41716 1.11181
H: 1.16524 -1.83356 1.29431
H: -2.09531 -3.61786 2.35135
H: -3.69296 -1.76661 3.50630
H: -2.48708 0.61606 2.96801



(2)
# C13H12CoN2O10

A molecular structure, C13H12CoN2O10 (the ωB97M-V functional and the def2-TZVPD basis, the OMol25 dataset).

Calculated values
LUMO level (alpha / beta) = 0.16124 / 0.16124 hartree
Net charge = -2
Multiplicity = 2
<S²> = 0.93
HOMO-LUMO gap (alpha / beta) = 6.825 / 6.738 eV
Highest occupied orbital energy (alpha / beta) = -2.4 / -2.4 eV
Total energy = -74762.7702 eV

Geometry (Å):
Co: -1.05424 0.59775 -0.72457
O: 1.68838 -0.83152 1.33328
C: 0.88455 -0.78818 2.49247
C: 0.51886 0.63414 2.88717
N: -0.38162 1.27535 1.92971
C: 0.14169 2.55724 1.46922
C: 1.21013 2.34136 0.38143
O: 2.21259 3.05926 0.38866
O: 0.93644 1.42278 -0.46075
C: -1.75742 1.31580 2.36690
C: -2.74141 1.80407 1.28727
O: -3.81310 2.26767 1.67835
O: -2.39652 1.72286 0.05763
H: 1.35468 -0.16587 0.69503
H: 1.46351 -1.25301 3.30062
H: -0.03046 -1.37794 2.36178
H: 1.44267 1.21944 2.93648
H: 0.08308 0.63947 3.90012
H: 0.55765 3.15685 2.29283
H: -0.65786 3.13097 0.99519
H: -1.90585 1.96621 3.24685
H: -2.05435 0.29865 2.63670
O: 1.86695 -3.44032 -3.95234
C: 1.16084 -2.54763 -3.18217
C: 0.60162 -2.92781 -1.96925
C: -0.06930 -1.96449 -1.23737
N: -0.16256 -0.72463 -1.68110
C: 0.28796 -0.36301 -2.88148
C: 0.98821 -1.25549 -3.67206
C: -0.21986 1.02387 -3.32377
O: 0.12470 1.44169 -4.42682
O: -1.03988 1.53487 -2.49474
C: -0.85117 -2.18103 0.05697
O: -0.87532 -3.31428 0.54387
O: -1.41238 -1.12210 0.46488
H: 1.89455 -4.27830 -3.48143
H: 0.66211 -3.93397 -1.57314
H: 1.34211 -0.94073 -4.64241



(3)
# C13H12F3I3N

A gas-phase ion, C13H12F3I3N (charge +1) (the ωB97M-V functional and the def2-TZVPD basis, the OMol25 dataset).

Calculated values
LUMO level = -0.16837 hartree
Net charge = +1
Multiplicity = 1
SMILES = C#Cc1c(I)cc[n+]([C@@H](I)[C@H](C)I)c1CCC(F)(F)F
HOMO-LUMO gap = 8.288 eV
Highest occupied orbital energy = -12.9 eV
Total energy = -47612.6559 eV

Geometry (Å):
C: 4.04936 1.47880 -0.04679
C: 2.86201 1.61382 0.04526
C: 1.45008 1.73819 0.24771
C: 0.89600 2.95356 0.67252
I: 2.08303 4.59152 1.06754
C: -0.48436 3.04055 0.81276
C: -1.25839 1.94077 0.52704
N: -0.71979 0.77451 0.13119
C: -1.62216 -0.37219 -0.12759
I: -1.73321 -1.52516 1.69614
C: -2.99677 -0.00761 -0.65826
C: -3.84833 -1.25423 -0.91594
I: -2.66217 1.01312 -2.51975
C: 0.62098 0.64251 -0.01083
C: 1.24524 -0.63572 -0.47319
C: 1.96009 -1.40738 0.65972
C: 2.05111 -2.87287 0.31484
F: 0.88063 -3.49929 0.45580
F: 2.43072 -3.04147 -0.95739
F: 2.93523 -3.49241 1.08534
H: 5.09379 1.34886 -0.20951
H: -0.95366 3.95604 1.13587
H: -2.32409 2.01003 0.63781
H: -1.15681 -1.00785 -0.86721
H: -3.54380 0.63123 0.02438
H: -3.25251 -2.08002 -1.29528
H: -4.64369 -1.01545 -1.61414
H: -4.32808 -1.55174 0.01507
H: 2.00513 -0.33899 -1.19517
H: 0.56072 -1.28433 -1.00611
H: 2.97760 -1.04546 0.76839
H: 1.42607 -1.30136 1.59980



(4)
# C13H12F3NS2

C13H12F3NS2 in the gas phase in a non-equilibrium geometry (the ωB97M-V functional and the def2-TZVPD basis, the OMol25 dataset).

Calculated values
LUMO level = -0.01980 hartree
Multiplicity = 1
SMILES = N#C[C@H](c1ccc(C(F)(F)F)cc1)C1SCCCS1
HOMO-LUMO gap = 7.994 eV
Highest occupied orbital energy = -8.5 eV
Total energy = -44985.4902 eV

Geometry (Å):
N: 3.28166 0.64960 -3.62614
C: 2.97291 1.10965 -2.59957
C: 2.54174 1.70169 -1.38391
C: 2.48576 0.76706 -0.20526
C: 2.40444 1.23625 1.12948
C: 2.08295 0.34931 2.15781
C: 1.91280 -0.99419 1.88042
C: 1.34144 -1.90768 2.93319
F: 0.68453 -2.97474 2.38617
F: 0.42855 -1.25800 3.71628
F: 2.33050 -2.37405 3.76232
C: 2.18951 -1.49921 0.61956
C: 2.49622 -0.61542 -0.41081
C: 1.11472 2.63035 -2.18867
S: 2.11446 3.69241 -3.05964
C: 1.37340 5.28026 -3.32024
C: -0.12927 5.25741 -3.53715
C: -0.83758 4.45701 -2.44924
S: -0.54789 2.61665 -2.72318
H: 3.15143 2.59609 -1.10978
H: 2.56588 2.29897 1.35554
H: 1.97393 0.71082 3.19423
H: 2.15899 -2.57141 0.43071
H: 2.72161 -1.02752 -1.40583
H: 1.04432 2.64341 -1.02123
H: 1.89512 5.76164 -4.17038
H: 1.64223 5.80736 -2.40299
H: -0.48986 6.28874 -3.49644
H: -0.38223 4.82961 -4.50942
H: -0.49863 4.76542 -1.45166
H: -1.94830 4.52191 -2.50260



(5)
# C13H12INORh

A molecular structure, C13H12INORh (the ωB97M-V functional and the def2-TZVPD basis, the OMol25 dataset).

Calculated values
LUMO level (alpha / beta) = -0.10284 / -0.20242 hartree
Net charge = +1
Multiplicity = 5
<S²> = 6.02
HOMO-LUMO gap (alpha / beta) = 8.364 / 5.959 eV
Highest occupied orbital energy (alpha / beta) = -11.2 / -11.5 eV
Total energy = -28312.4059 eV

Geometry (Å):
Rh: -0.26348 0.08925 0.16157
N: -0.79928 3.32802 -2.34868
C: -0.25361 2.53098 -1.44133
O: -0.17014 1.29829 -1.64114
C: 0.29409 3.11363 -0.16571
C: -0.05675 2.22650 1.02094
H: -1.13499 2.93083 -3.21197
H: -0.83859 4.32568 -2.23430
H: -0.06835 4.13562 -0.02966
H: 1.37869 3.15966 -0.28757
H: -1.04342 2.43233 1.42999
H: 0.70502 2.21824 1.79462
I: 0.87041 -1.72499 1.78246
C: -1.12258 -2.04721 2.52609
C: -1.27305 -2.73798 3.69423
C: -2.56749 -2.95652 4.19447
C: -3.65800 -2.48394 3.51712
C: -3.50764 -1.78156 2.30057
C: -4.62608 -1.32176 1.56823
C: -4.47778 -0.67526 0.36914
C: -3.19483 -0.44265 -0.15066
C: -2.07365 -0.83196 0.55264
C: -2.20360 -1.54002 1.78010
H: -0.41296 -3.11746 4.22901
H: -2.69222 -3.50591 5.11736
H: -4.65618 -2.64395 3.90432
H: -5.61536 -1.50647 1.96818
H: -5.34869 -0.34405 -0.18040
H: -3.09815 0.03692 -1.11835



(6)
# C13H12MnN2O9

A molecular structure, C13H12MnN2O9 (the ωB97M-V functional and the def2-TZVPD basis, the OMol25 dataset).

Calculated values
LUMO level (alpha / beta) = 0.05086 / 0.07052 hartree
Net charge = -1
Multiplicity = 5
<S²> = 6.04
HOMO-LUMO gap (alpha / beta) = 7.194 / 7.728 eV
Highest occupied orbital energy (alpha / beta) = -5.8 / -5.8 eV
Total energy = -66409.5670 eV

Geometry (Å):
Mn: -0.22477 -0.10852 0.46646
O: -0.02760 -0.38201 -1.99510
C: 1.21572 -1.08239 -2.09488
C: 2.22648 -0.19580 -1.40550
N: 1.88098 0.00475 0.01416
C: 2.21830 1.37808 0.45044
C: 1.04415 2.33252 0.23076
O: 1.22171 3.51436 0.06181
O: -0.13185 1.75367 0.30999
C: 2.46594 -1.00257 0.91343
C: 1.79020 -0.91176 2.29790
O: 2.37006 -1.38567 3.25571
O: 0.64428 -0.32497 2.27622
H: -0.74174 -0.94892 -2.30833
H: 1.49464 -1.21974 -3.14222
H: 1.14085 -2.05548 -1.60420
H: 2.21290 0.77775 -1.89770
H: 3.23501 -0.61038 -1.50005
H: 3.11158 1.75098 -0.05276
H: 2.40630 1.37304 1.52400
H: 3.54655 -0.87173 1.01740
H: 2.26830 -1.99571 0.50623
O: -6.70646 -2.06742 -0.70969
C: -6.41839 -0.88312 -0.47644
O: -7.11163 0.14673 -0.42610
C: -4.90794 -0.64302 -0.18896
C: -4.42805 0.63914 0.04676
C: -3.07971 0.84214 0.26509
N: -2.22024 -0.18178 0.26802
C: -2.67165 -1.43410 0.05182
C: -4.00003 -1.70056 -0.18171
C: -1.58086 -2.47726 0.04236
O: -1.79094 -3.63901 -0.20352
O: -0.39095 -1.97222 0.30487
H: -5.13405 1.45811 0.04100
H: -2.64732 1.82046 0.42986
H: -4.34406 -2.70840 -0.36752



Copy entry 1 word for word.
# C13H12ClNO2S

C13H12ClNO2S in the gas phase (the ωB97M-V functional and the def2-TZVPD basis, the OMol25 dataset).

Calculated values
LUMO level = 0.02073 hartree
Multiplicity = 1
SMILES = O=C(CSc1ccc(Cl)cc1)NCc1ccco1
HOMO-LUMO gap = 9.281 eV
Highest occupied orbital energy = -8.7 eV
Total energy = -42618.5086 eV

Geometry (Å):
O: 2.10296 -1.06049 -0.70347
C: 1.01532 -1.36590 -1.13967
C: 0.57404 -1.02834 -2.55219
S: -0.76630 0.21624 -2.47340
C: 0.16629 1.49819 -1.64901
C: -0.00556 1.70993 -0.29166
C: 0.74575 2.67623 0.35129
C: 1.66006 3.42233 -0.37572
Cl: 2.60149 4.62811 0.42400
C: 1.82925 3.21791 -1.73669
C: 1.07439 2.25181 -2.37452
N: 0.07548 -2.01994 -0.42564
C: 0.24476 -2.33576 0.98033
C: -0.92170 -1.86959 1.78333
C: -1.95300 -2.55665 2.35477
C: -2.78915 -1.58776 2.96169
C: -2.20800 -0.38564 2.70781
O: -1.08054 -0.54481 1.99615
H: 0.15574 -1.89175 -3.06687
H: 1.40913 -0.61639 -3.11675
H: -0.71329 1.11497 0.26321
H: 0.62925 2.84289 1.41038
H: 2.54412 3.80735 -2.28888
H: 1.19185 2.08240 -3.43431
H: -0.83098 -2.18620 -0.83597
H: 0.35874 -3.41716 1.11181
H: 1.16524 -1.83356 1.29431
H: -2.09531 -3.61786 2.35135
H: -3.69296 -1.76661 3.50630
H: -2.48708 0.61606 2.96801



Look up the multiplicity of the first one.
1



total energy of number 4 (C13H12F3NS2)?
-44985.4902 eV